Entry 1:
Formula: C21H41Cl26F3InO5S
Source: OMol25
Level of theory: ωB97M-V with the def2-TZVPD basis set

```
98
Properties=species:S:1:pos:R:3
In 2.852 1.922 1.169
Cl -0.486 0.486 -8.670
Cl 7.184 2.720 3.637
Cl -3.391 -8.383 10.147
Cl -8.048 2.807 -9.651
Cl -3.208 -5.470 10.185
Cl -2.996 -6.740 5.792
Cl -3.155 3.339 5.432
Cl -2.643 -5.009 -1.114
Cl -3.448 3.537 -11.000
Cl 6.625 -1.811 -2.293
Cl 0.354 -0.085 -5.932
Cl -1.830 -5.628 1.618
Cl 3.320 4.999 -3.123
Cl 2.224 2.608 -4.386
Cl -4.071 -9.112 4.476
Cl 6.091 0.971 -1.583
Cl -4.134 1.674 -1.888
Cl -1.712 0.845 4.959
Cl -1.471 2.752 -12.997
Cl -2.159 -2.269 7.286
Cl 1.192 -3.637 -3.857
Cl -0.247 -1.149 -3.365
Cl -6.955 5.193 -8.374
Cl -0.163 -3.033 5.300
Cl -5.676 0.793 0.431
Cl 5.586 3.084 1.199
S 4.030 0.085 2.419
F 2.896 -2.120 1.217
F 3.912 -2.468 3.169
F 1.941 -1.405 3.119
O 4.168 0.555 3.856
O 5.434 -0.106 1.866
O 0.243 0.715 -0.249
O -0.579 -1.466 -0.058
O -0.016 3.800 4.198
C -0.699 -0.244 0.082
C 2.528 1.224 -0.966
C 3.348 3.962 -4.553
C 3.145 -1.562 2.455
C 7.231 2.841 1.874
C 2.124 4.689 3.324
C -1.484 -4.663 0.176
C 0.686 0.849 -7.393
C 1.295 0.192 -1.102
C -3.164 1.585 5.645
C 0.988 2.656 2.194
C -1.086 -3.553 6.714
C 1.257 3.392 3.596
C -6.923 4.162 -9.809
C -0.258 -2.903 -3.161
C -2.385 2.245 -11.572
C 6.980 -0.496 -1.162
C -2.031 0.322 0.753
C -3.718 -6.889 9.261
C -5.545 1.985 -0.869
C -2.948 -7.753 4.345
H 7.863 3.686 1.596
H -0.296 -3.132 -2.098
H -3.224 -7.148 3.484
H 1.742 2.707 4.356
H 7.649 1.921 1.467
H 3.986 3.343 1.084
H 1.455 5.471 2.861
H 0.957 0.225 -2.192
H 2.978 4.521 2.606
H -3.173 -6.910 8.321
H -1.686 1.984 -10.779
H 1.704 -0.808 -0.788
H -7.206 4.755 -10.676
H 6.692 -0.804 -0.158
H -1.135 -3.311 -3.658
H 2.587 5.012 4.307
H 3.442 0.628 -1.293
H 4.354 3.570 -4.684
H 8.046 -0.283 -1.193
H -2.989 1.378 -11.831
H -4.786 -6.819 9.068
H 1.683 0.602 -7.751
H -0.482 -4.901 -0.175
H 0.308 1.772 2.455
H -1.544 -3.607 0.433
H -1.715 1.121 1.490
H -1.685 -4.418 6.445
H -0.393 -3.815 7.511
H -2.612 0.805 -0.087
H 2.421 2.080 -1.697
H -0.470 2.958 4.373
H -6.441 1.935 -1.483
H -3.205 1.359 6.708
H -4.038 1.173 5.146
H 0.401 3.341 1.504
H 0.631 1.908 -7.154
H -2.585 -0.495 1.286
H -1.940 -8.139 4.218
H -5.917 3.771 -9.941
H -5.452 2.975 -0.430
H 3.065 4.551 -5.422
```

Properties
Frontier orbital gap, eV: 6.450
HOMO level, eV: -4.87
Charge: -1

Entry 2:
Formula: C21H41Cl5N2O2
Source: OMol25
Level of theory: ωB97M-V with the def2-TZVPD basis set

```
71
Properties=species:S:1:pos:R:3
Cl 17.160 20.234 -15.735
Cl 17.341 20.474 -18.601
Cl 15.151 19.025 -17.434
Cl 21.191 20.839 -13.872
Cl 18.762 23.352 -14.830
O 23.918 23.719 -17.815
O 25.581 19.039 -12.482
N 25.099 19.653 -13.691
N 23.097 22.490 -17.840
C 26.119 20.180 -14.668
C 16.861 19.440 -17.220
C 22.860 20.208 -18.692
C 25.510 20.420 -16.130
C 27.229 19.227 -14.935
C 21.392 21.089 -16.880
C 24.148 21.083 -16.121
C 24.841 21.438 -19.392
C 21.757 23.207 -15.748
C 23.312 21.633 -19.039
C 21.790 22.530 -17.176
C 26.681 21.544 -14.097
C 23.663 20.126 -13.703
C 18.597 21.634 -14.269
C 21.486 20.163 -18.064
C 22.526 22.103 -20.340
C 22.758 19.051 -13.110
C 20.676 23.289 -17.976
C 23.215 20.282 -15.191
C 19.639 20.673 -14.834
C 23.279 21.399 -12.937
H 22.677 21.480 -21.222
H 23.086 18.079 -13.479
H 17.578 21.295 -14.458
H 20.969 22.733 -15.163
H 23.586 22.322 -13.430
H 24.209 22.134 -15.840
H 20.758 20.429 -18.830
H 17.495 18.554 -17.255
H 21.878 20.706 -15.982
H 25.888 22.212 -13.760
H 20.023 22.605 -18.517
H 22.726 23.076 -15.267
H 22.970 19.301 -15.599
H 22.787 23.130 -20.593
H 25.411 21.085 -18.532
H 21.785 19.303 -13.531
H 23.623 19.777 -18.044
H 21.231 23.969 -18.623
H 21.441 22.053 -20.248
H 26.090 21.173 -16.662
H 21.278 19.131 -17.782
H 24.939 20.658 -20.147
H 25.407 19.528 -16.748
H 27.850 19.155 -14.042
H 22.232 20.752 -15.230
H 25.352 22.351 -19.696
H 21.654 24.292 -15.757
H 27.878 19.629 -15.713
H 19.876 20.714 -15.897
H 26.966 18.229 -15.284
H 22.756 19.006 -12.021
H 27.332 21.271 -13.266
H 27.393 22.079 -14.725
H 18.678 21.599 -13.182
H 22.779 19.565 -19.569
H 19.275 19.658 -14.677
H 20.340 21.185 -16.610
H 23.692 21.364 -11.930
H 20.036 23.804 -17.260
H 23.737 21.036 -17.129
H 22.199 21.419 -12.786
```

Properties
Frontier orbital gap (alpha / beta), eV: 8.646 / 8.679
Spin multiplicity: 3
HOMO level (alpha / beta), eV: -8.47 / -8.96
Energy relative to the best compared isomer or geometry (same formula, charge and spin), kcal per mole: 242.48
⟨S²⟩: 2.011

Entry 3:
Formula: C21H41F10N4OReSSbSeSi3Te
Source: OMol25
Level of theory: ωB97M-V with the def2-TZVPD basis set

```
85
Properties=species:S:1:pos:R:3
Re 0.617 -0.285 1.251
Te 0.025 2.584 0.056
Sb 0.885 -2.915 0.371
Se -2.768 0.692 -1.916
S -1.229 -1.394 2.253
Si 1.590 -2.665 -2.136
Si 2.487 -4.323 1.838
Si -1.347 -4.263 0.253
F -4.928 4.004 -0.972
F -4.241 5.282 -3.839
F -3.065 3.251 -0.105
F -0.179 3.783 1.459
F -0.944 1.160 1.453
F -2.798 2.365 -5.257
F -1.633 3.951 -2.321
F 0.140 -0.090 -0.671
F -5.841 2.421 -3.421
F 1.366 3.677 -0.668
O 1.342 1.579 0.861
N 2.678 -0.491 0.992
N -0.098 0.004 4.226
N -2.224 -0.747 4.607
N 0.985 0.221 3.340
C 3.929 -3.254 2.345
C -3.766 3.424 -1.240
C -0.011 -2.508 -3.062
C 3.047 -5.775 0.823
C -3.761 4.054 -3.639
C 3.775 -0.242 0.773
C -1.188 -0.643 3.793
C -2.046 -4.682 1.936
C 1.526 -4.862 3.337
C -2.578 -3.232 -0.694
C -0.838 -5.807 -0.657
C 5.164 0.216 0.587
C -3.779 2.993 -4.635
C -4.528 2.658 -3.437
C 6.072 -0.928 0.128
C 2.545 -4.188 -2.611
C 5.117 1.345 -0.460
C 2.621 -1.134 -2.357
C -2.958 3.744 -2.434
C -3.668 2.313 -2.260
C 5.626 0.761 1.949
H -2.433 -3.300 -1.771
H -1.739 -6.301 -1.030
H -1.319 -4.712 2.743
H 3.623 -1.245 -1.942
H 5.630 -0.020 2.709
H 2.734 -4.150 -3.687
H 6.131 -1.721 0.876
H 4.576 -3.022 1.495
H 1.129 1.229 3.232
H 2.142 -0.252 -1.936
H -0.329 -6.510 0.006
H 1.097 -4.021 3.886
H 0.724 -5.554 3.082
H 6.121 1.760 -0.553
H 2.206 -5.389 4.013
H -3.579 -3.611 -0.468
H 4.807 0.972 -1.434
H 2.007 -5.114 -2.403
H 2.256 -6.518 0.706
H 3.635 -2.318 2.823
H -0.551 -3.454 -3.124
H -2.509 -5.671 1.863
H -2.828 -3.972 2.205
H 0.221 -2.196 -4.084
H 4.994 1.587 2.276
H -3.055 -1.221 4.288
H 6.645 1.134 1.840
H 3.513 -4.234 -2.109
H -0.113 0.555 5.073
H 1.822 -0.175 3.765
H 3.881 -6.256 1.341
H -0.191 -5.614 -1.515
H 5.746 -1.351 -0.822
H -0.663 -1.753 -2.620
H 2.731 -0.978 -3.435
H -2.234 -0.366 5.540
H 4.439 2.143 -0.154
H -2.555 -2.176 -0.415
H 3.393 -5.490 -0.170
H 7.074 -0.524 -0.011
H 4.523 -3.823 3.065
```

Properties
Frontier orbital gap (alpha / beta), eV: 8.179 / 6.575
Spin multiplicity: 4
HOMO level (alpha / beta), eV: -13.73 / -13.45
Charge: +2
Energy relative to the best compared isomer or geometry (same formula, charge and spin), kcal per mole: 19.22
⟨S²⟩: 3.765

Number 1: energy -382421.690 eV. Number 2: energy -92111.948 eV. Number 3: energy -173385.442 eV.